Here is 15 unconnected molecules or ions with the total composition C27H84O27S6 from OMol25. Energies are from ωB97M-V/def2-TZVPD.

The molar mass comes out at 1033.344 u. The orbital gap comes out at 9.796 eV. The value obtained for the LUMO energy is 0.15 eV. Its charge is 0.

Atoms and positions in Å:
O (-3.2890, -4.4423, -0.2293)
S (-2.7143, -3.5634, 0.7298)
O (-3.1182, -2.1717, 0.8978)
O (-2.9690, -4.3044, 2.0824)
C (-2.7160, -3.6051, 3.3626)
C (-3.2715, -4.3907, 4.5111)
C (-0.9186, -3.5659, 0.4769)
H (-3.1239, -2.6099, 3.2738)
H (-1.6301, -3.4241, 3.4567)
H (-4.3420, -4.1213, 4.6046)
H (-2.6803, -4.0507, 5.4130)
H (-3.2707, -5.4021, 4.1967)
H (-0.6543, -2.7742, -0.2468)
H (-0.6453, -4.5338, 0.1541)
H (-0.5144, -3.2683, 1.4695)
O (0.4446, -3.3611, 4.1932)
S (1.8829, -3.4994, 3.9841)
O (2.5092, -4.6644, 4.5403)
O (1.9551, -3.4611, 2.4374)
C (3.1791, -4.0328, 1.8444)
C (2.7750, -4.2224, 0.3706)
C (2.7609, -2.0053, 4.4757)
H (3.3583, -4.9715, 2.3407)
H (4.0824, -3.3654, 1.8882)
H (2.5630, -3.1710, 0.0771)
H (1.9718, -4.9652, 0.1535)
H (3.5344, -4.7547, -0.3276)
H (3.8525, -2.0722, 4.3976)
H (2.3839, -1.7776, 5.4615)
H (2.2323, -1.2403, 3.9064)
O (-2.8459, 7.1666, -1.1327)
S (-2.5323, 5.8463, -0.6933)
O (-1.6046, 4.9855, -1.4128)
O (-2.0648, 5.8445, 0.8917)
C (-0.7764, 5.4159, 1.3484)
C (-0.8097, 4.9224, 2.7756)
C (-3.9960, 4.9419, -0.5038)
H (-0.1412, 6.2704, 1.2936)
H (-0.4779, 4.6604, 0.6520)
H (0.2052, 4.5379, 3.0059)
H (-1.3578, 4.0199, 2.9855)
H (-1.0939, 5.7609, 3.4700)
H (-3.7932, 4.2002, 0.2936)
H (-4.0922, 4.3247, -1.3914)
H (-4.9355, 5.5813, -0.2831)
O (0.4909, -2.1750, -2.2480)
S (-0.0582, -2.3967, -3.5809)
O (0.5178, -1.7600, -4.7107)
O (0.1083, -3.9250, -3.7887)
C (1.2427, -4.4449, -4.4401)
C (2.0383, -5.4357, -3.6308)
C (-1.7929, -2.2617, -3.6212)
H (1.8476, -3.5911, -4.7898)
H (0.8794, -4.9659, -5.3495)
H (2.8907, -5.7004, -4.2287)
H (1.4282, -6.2779, -3.5088)
H (2.5145, -4.9909, -2.5843)
H (-2.0804, -1.2375, -3.5879)
H (-2.2328, -2.8241, -2.7820)
H (-2.1212, -2.6272, -4.5999)
O (-5.3902, 1.5677, -2.4946)
S (-4.6498, 0.4934, -3.1335)
O (-3.2607, 0.6580, -3.5003)
O (-4.6090, -0.7958, -2.1525)
C (-5.8646, -0.9476, -1.4423)
C (-6.1760, -2.4495, -1.2323)
C (-5.5656, 0.0723, -4.5531)
H (-6.6198, -0.2961, -1.8287)
H (-5.6356, -0.4350, -0.4749)
H (-7.0873, -2.6318, -0.6537)
H (-5.4518, -2.9240, -0.6004)
H (-6.2895, -2.9705, -2.1891)
H (-5.0114, -0.7822, -5.0278)
H (-5.6068, 1.0889, -5.0761)
H (-6.5080, -0.2852, -4.2262)
O (1.7715, 1.7666, 1.9483)
S (0.8184, 0.8249, 1.4985)
O (0.0466, 0.1286, 2.5007)
O (-0.2601, 1.5831, 0.6634)
C (-1.4700, 0.8557, 0.0988)
C (-2.5877, 1.9041, 0.1043)
C (1.5469, -0.2024, 0.3025)
H (-1.6443, -0.0028, 0.7316)
H (-1.1701, 0.6536, -0.9216)
H (-2.6200, 2.3289, 1.0794)
H (-3.5264, 1.3848, 0.0636)
H (-2.4755, 2.6803, -0.6095)
H (2.0602, 0.5014, -0.3441)
H (0.7926, -0.8980, -0.1884)
H (2.3827, -0.7265, 0.8017)
C (1.5756, 4.4577, -1.2426)
O (1.0577, 4.9044, -2.4727)
H (1.2471, 3.4322, -0.9474)
H (2.6474, 4.3235, -1.4368)
H (1.3192, 5.1519, -0.4857)
H (0.1171, 5.0715, -2.4220)
C (5.3328, 3.3215, 3.7478)
O (4.6931, 2.5756, 2.6742)
H (6.4025, 3.1292, 3.6794)
H (5.1052, 4.3587, 3.5362)
H (4.7982, 3.0293, 4.6414)
H (3.7801, 2.6159, 2.9213)
C (3.8095, -2.0997, -2.5717)
O (3.8435, -1.0314, -1.5540)
H (4.7631, -2.5591, -2.7035)
H (3.0675, -2.8440, -2.1832)
H (3.4432, -1.6958, -3.5419)
H (4.0203, -0.1467, -2.0172)
C (5.6562, 4.2077, -0.0839)
O (4.4741, 4.3635, 0.6607)
H (6.2549, 5.1231, 0.0053)
H (6.2814, 3.4676, 0.3415)
H (5.6274, 3.9482, -1.2072)
H (4.5106, 3.5884, 1.2890)
C (0.4776, 2.1421, -3.5783)
O (1.7998, 2.7757, -3.7106)
H (0.7138, 1.0560, -3.7114)
H (0.1255, 2.3018, -2.5278)
H (-0.2339, 2.5855, -4.2306)
H (1.6718, 3.6844, -3.6138)
C (-2.7248, 1.4899, 4.1353)
O (-2.6864, 0.0838, 3.6812)
H (-2.7261, 2.1784, 3.2980)
H (-3.5518, 1.5691, 4.7240)
H (-1.9325, 1.7257, 4.8548)
H (-1.8709, -0.0783, 3.1938)
C (6.0022, -0.0129, 1.2972)
O (5.5613, -1.3002, 0.7644)
H (6.9403, -0.2177, 1.8007)
H (6.3395, 0.6609, 0.4574)
H (5.2450, 0.4346, 1.9355)
H (4.9997, -1.1976, -0.0074)
C (5.0592, 1.5197, -3.7742)
O (4.0421, 1.3518, -2.7600)
H (5.6556, 0.6757, -3.6415)
H (4.6961, 1.5188, -4.8439)
H (5.6405, 2.4040, -3.6125)
H (3.1752, 1.7808, -3.0013)
C (-6.0172, -1.1953, 3.1948)
O (-5.8917, -1.6274, 1.8525)
H (-5.0354, -0.8821, 3.5571)
H (-6.7762, -0.3725, 3.2465)
H (-6.4549, -1.9802, 3.8301)
H (-4.9948, -1.9854, 1.6756)